A molecular structure, C19H25F2O18Pb, computed with wB97M-V/def2-TZVPD.

Atoms and positions in Å:
1 Pb -1.49594 1.14467 -4.05928
2 O -1.08905 0.63087 0.15631
3 C -1.29104 0.67003 -1.14901
4 O -0.33177 0.63993 -1.97235
5 O -2.43005 0.79601 -1.66072
6 H -0.16536 0.29988 0.23010
7 C 6.07667 -0.41472 2.73545
8 C 4.65039 0.14634 2.87185
9 C 4.48690 1.54419 2.23183
10 O 3.53078 1.35806 1.20960
11 C 3.07684 0.08924 1.23727
12 O 2.13932 -0.28029 0.58783
13 O 3.72582 -0.66073 2.13059
14 H 6.23226 -0.69966 1.69306
15 H 6.34330 -1.24148 3.38955
16 H 6.81358 0.36538 2.93950
17 H 4.44041 0.17087 3.94056
18 H 5.48425 1.76851 1.85090
19 H 4.27002 2.30453 2.97869
20 C -5.26205 -2.19160 -0.92262
21 C -3.83320 -2.46993 -0.55454
22 C -3.44998 -2.00429 0.87855
23 O -2.90791 -3.14301 1.49747
24 C -3.01637 -4.19923 0.69664
25 O -2.64068 -5.29438 0.98780
26 O -3.52004 -3.86199 -0.49686
27 H -5.36665 -1.19345 -1.34663
28 H -5.98648 -2.45022 -0.15328
29 H -5.47487 -2.84551 -1.77531
30 H -3.20539 -1.88911 -1.23372
31 H -4.28873 -1.61618 1.46055
32 H -2.71866 -1.19462 0.84724
33 C -0.38166 -2.81911 -1.78436
34 C 0.95627 -2.72244 -1.08723
35 C 1.13122 -3.41284 0.31714
36 O 2.39443 -4.04973 0.21328
37 C 2.82167 -4.06143 -1.05783
38 O 3.88159 -4.49011 -1.38081
39 O 1.94097 -3.42121 -1.83631
40 H -1.00213 -2.29860 -1.04875
41 H -0.63445 -3.85587 -1.99174
42 H -0.35169 -2.22762 -2.70041
43 H 1.24077 -1.67614 -0.96913
44 H 0.39368 -4.21902 0.36631
45 H 0.97323 -2.70556 1.12461
46 C -4.12729 3.20592 -0.63014
47 C -3.20803 3.22729 0.58732
48 O -3.79482 4.10544 1.46337
49 C -4.80212 4.77909 0.87790
50 O -5.39868 5.67159 1.37530
51 O -5.05180 4.26201 -0.34190
52 F -1.98498 3.76362 0.21261
53 H -4.73642 2.30594 -0.74155
54 H -3.67579 3.29995 -1.61534
55 H -2.99933 2.22800 0.96672
56 C 1.43420 2.96971 -0.92098
57 C 2.49320 2.36884 -1.79080
58 O 3.69153 2.93935 -1.34638
59 C 3.36529 4.05431 -0.61211
60 O 4.15714 4.75695 -0.07883
61 O 2.03761 4.18892 -0.48687
62 F 2.21633 2.71568 -3.08680
63 H 1.26115 2.31255 -0.06647
64 H 0.50160 3.24764 -1.40495
65 H 2.46097 1.27874 -1.75190

Orbital gap: 5.19 eV
Maximum force: 3.198 eV Å⁻¹
LUMO: -7.66 eV
E: -2485.7026 Ha
Net charge: +1

Results of the natural (NBO) charge analysis, in e, for atoms 1 through 2: 1.74, -0.64